DFT (wB97M-V/def2-TZVPD) results for an isolated molecule of C26H26F2N6O.

CARTESIAN COORDINATES (ANGSTROEM)
1 C -6.8243 -4.1432 1.1268
2 C -6.0742 -3.0624 0.4112
3 C -6.5681 -2.5287 -0.7745
4 C -5.8758 -1.5432 -1.4491
5 C -4.6695 -1.0585 -0.9556
6 C -3.9638 0.0558 -1.7070
7 C -4.6721 1.4019 -1.4631
8 C -4.5411 1.8202 0.0052
9 C -5.0287 3.2539 0.2447
10 F -4.5617 4.1039 -0.6974
11 F -6.3797 3.3044 0.1615
12 N -3.1593 1.7187 0.3825
13 N -2.6118 2.3541 1.4439
14 C -1.3570 1.9712 1.4780
15 C -1.0530 1.0628 0.4398
16 C 0.1313 0.3024 0.0692
17 O 0.1042 -0.5241 -0.8340
18 N 1.2422 0.5760 0.8112
19 C 2.4897 -0.0207 0.6654
20 C 2.9021 -1.0203 -0.2344
21 N 4.1728 -1.3147 -0.0431
22 N 4.5998 -0.5424 0.9454
23 C 5.9711 -0.6116 1.3870
24 C 6.9195 -0.2152 0.2802
25 C 7.6110 -1.2090 -0.3983
26 C 8.4739 -0.8973 -1.4326
27 C 8.6498 0.4248 -1.7989
28 C 7.9589 1.4193 -1.1314
29 C 7.0864 1.1206 -0.0926
30 C 6.3432 2.2265 0.5947
31 C 3.6191 0.2620 1.4114
32 C -2.2671 0.9297 -0.2460
33 N -2.5748 0.2248 -1.3516
34 C -4.1708 -1.5917 0.2231
35 C -4.8664 -2.5821 0.8955
36 H -6.7084 -5.0897 0.5986
37 H -6.4528 -4.2705 2.1403
38 H -7.8871 -3.9124 1.1662
39 H -7.5044 -2.8929 -1.1721
40 H -6.2728 -1.1444 -2.3720
41 H -4.0060 -0.1659 -2.7802
42 H -4.2029 2.1621 -2.0908
43 H -5.7273 1.3283 -1.7240
44 H -5.1562 1.1678 0.6457
45 H -4.7175 3.6297 1.2299
46 H -0.7169 2.3553 2.2486
47 H 1.1679 1.2788 1.5306
48 H 2.3214 -1.5127 -0.9850
49 H 6.1833 -1.6423 1.6887
50 H 6.0794 0.0420 2.2559
51 H 7.4640 -2.2404 -0.1143
52 H 9.0036 -1.6825 -1.9506
53 H 9.3208 0.6828 -2.6048
54 H 8.0948 2.4510 -1.4237
55 H 5.2725 2.1316 0.4185
56 H 6.6668 3.1935 0.2179
57 H 6.5138 2.2043 1.6709
58 H 3.7731 0.9464 2.2217
59 H -1.8756 -0.4582 -1.6197
60 H -3.2302 -1.2449 0.6250
61 H -4.4594 -2.9850 1.8117

Cartesian forces (eV/Å) of the 3 atoms listed first:
0.009 -0.053 -0.051
0.039 0.041 0.041
0.018 0.021 0.015

**Energy**: -1609.91957 a.u.
**E_HOMO**: -7.9 eV
**Charge**: 0
**Spin multiplicity**: 1

Löwdin atomic charge list, values in e, 2 entries: atom 1 (C): -0.0521, atom 2 (C): -0.2816

=====

DFT (wB97M-V/def2-TZVPD) results for a structure of composition C26H26FNO4S2 at a distorted geometry.

CARTESIAN COORDINATES (ANGSTROEM)
1 C -5.6037 -3.0277 -0.8653
2 C -6.3839 -1.7318 -1.1679
3 C -5.3655 -0.5980 -1.1807
4 N -4.0206 -1.2012 -0.9569
5 C -2.8714 -0.4688 -0.9096
6 C -1.5788 -0.8671 -0.6466
7 C -0.2408 -0.2074 -0.9263
8 C 0.7234 -1.2396 -1.4272
9 C 1.3848 -1.1716 -2.7042
10 C 2.3464 -2.0973 -3.1078
11 C 2.7027 -3.1661 -2.2807
12 C 2.0481 -3.3032 -1.0483
13 C 1.0300 -2.4071 -0.6808
14 C -4.1167 -2.6632 -0.8257
15 H -5.9564 -3.4037 0.1070
16 H -5.8474 -3.7798 -1.6200
17 H -6.9111 -1.7962 -2.1273
18 H -7.1424 -1.5390 -0.3841
19 H -5.3911 -0.0274 -2.1376
20 H -5.5447 0.1363 -0.3779
21 H -3.0910 0.5929 -1.0883
22 H -1.5136 -1.9685 -0.4593
23 H -0.3490 0.6008 -1.7534
24 H 1.1777 -0.3206 -3.3687
25 H 2.8777 -1.9820 -4.0474
26 H 3.5294 -3.8483 -2.5435
27 H 2.3275 -4.0851 -0.3409
28 H 0.4788 -2.5333 0.2348
29 H -3.6830 -2.9997 0.1365
30 H -3.5843 -3.1794 -1.6520
31 F 0.9441 0.0381 1.4565
32 C 0.5840 0.6752 0.2405
33 S -0.6478 1.9498 0.7096
34 C -0.2466 3.1464 2.0351
35 C 0.1881 4.4625 1.7775
36 C 0.5738 5.3314 2.8122
37 C 0.5401 4.9204 4.1550
38 C 0.0535 3.6302 4.4197
39 C -0.3519 2.7753 3.3723
40 O -0.7737 2.6783 -0.5201
41 O -1.7600 1.1601 1.2733
42 S 2.0764 1.7244 -0.0160
43 C 3.5095 0.6435 0.0367
44 C 4.0745 0.2924 1.2663
45 C 5.0668 -0.6926 1.3175
46 C 5.5058 -1.3090 0.1347
47 C 4.9900 -0.8948 -1.1004
48 C 4.0444 0.1326 -1.1554
49 O 2.0180 2.4262 -1.2156
50 O 2.3080 2.5185 1.2544
51 H 0.2681 4.8147 0.7510
52 H 0.9396 6.3361 2.6051
53 H 0.8781 5.5755 4.9656
54 H 0.0150 3.2959 5.4588
55 H -0.7009 1.7814 3.6174
56 H 3.7299 0.7762 2.1790
57 H 5.4776 -0.9535 2.2968
58 H 6.2694 -2.0841 0.1647
59 H 5.3141 -1.3758 -2.0277
60 H 3.6813 0.5078 -2.1144

Cartesian forces (eV/Å) of the 3 atoms listed first:
-0.642 0.194 0.331
-0.328 0.173 0.215
0.948 1.045 -0.073

**Energy**: -2258.15966 a.u.
**E_HOMO**: -7.5 eV
**Charge**: 0
**Spin multiplicity**: 1

Löwdin atomic charge list, values in e, 2 entries: atom 1 (C): -0.1655, atom 2 (C): -0.1704